1.
{
  "formula": "C34H95N7O10",
  "method": "ωB97M-V/def2-TZVPD",
  "homo_ev": -8.54,
  "lumo_ev": 0.559,
  "smiles": "COC[C@H](C)N.COC[C@H](C)N.COC[C@H](C)N.COC[C@H](C)N.COC[C@H](C)N.COC[C@H](C)N.COC[C@H](C)N.CCO.CCO.CCO",
  "homo_lumo_gap_ev": 9.10,
  "relative_energy_ev": 2.872,
  "molar_mass_g_mol": 762.17,
  "charge": 0,
  "symbols": ["C", "C", "O", "H", "H", "H", "H", "H", "H", "C", "C", "O", "H", "H", "H", "H", "H", "H", "C", "C", "O", "H", "H", "H", "H", "H", "H", "C", "C", "C", "O", "C", "N", "H", "H", "H", "H", "H", "H", "H", "H", "H", "H", "H", "C", "C", "C", "O", "C", "N", "H", "H", "H", "H", "H", "H", "H", "H", "H", "H", "H", "C", "C", "C", "O", "C", "N", "H", "H", "H", "H", "H", "H", "H", "H", "H", "H", "H", "C", "C", "C", "O", "C", "N", "H", "H", "H", "H", "H", "H", "H", "H", "H", "H", "H", "C", "C", "C", "O", "C", "N", "H", "H", "H", "H", "H", "H", "H", "H", "H", "H", "H", "C", "C", "C", "O", "C", "N", "H", "H", "H", "H", "H", "H", "H", "H", "H", "H", "H", "C", "C", "C", "O", "C", "N", "H", "H", "H", "H", "H", "H", "H", "H", "H", "H", "H"],
  "xyz": [[2.3164, -5.9703, -0.0136], [1.4617, -4.7032, 0.2453], [1.9752, -3.7273, -0.6755], [2.2792, -6.1505, -1.0880], [1.9329, -6.7842, 0.6017], [3.3688, -5.7583, 0.1751], [1.6673, -4.2974, 1.2358], [0.3898, -4.8859, 0.1695], [1.4144, -2.9565, -0.5615], [-3.2567, 1.0943, -1.8111], [-3.1510, 2.5480, -2.1975], [-3.3631, 3.3323, -1.0696], [-4.2641, 0.8519, -1.4727], [-2.5639, 0.8466, -1.0069], [-3.1166, 0.4645, -2.6896], [-3.9916, 2.6252, -2.8871], [-2.2199, 2.8326, -2.6875], [-3.1103, 4.2120, -1.3593], [-0.4114, -1.8334, 5.6730], [-1.1944, -2.6624, 6.6519], [-0.3256, -3.2978, 7.4899], [0.1538, -1.0426, 6.1661], [-1.1399, -1.3359, 5.0327], [0.2336, -2.3828, 4.9872], [-1.7253, -3.4812, 6.1665], [-1.9123, -2.1246, 7.2712], [-0.8780, -3.8884, 8.0072], [4.6744, 1.5156, 6.8278], [3.7982, 2.6605, 6.3491], [2.4052, 2.1647, 5.9016], [2.5163, 1.5533, 4.6502], [1.2543, 1.2475, 4.0922], [3.6310, 3.5612, 7.5042], [5.7230, 1.7692, 6.9836], [4.7185, 0.6692, 6.1424], [4.2727, 1.1234, 7.7621], [4.1976, 3.2942, 5.5572], [1.7194, 3.0119, 5.8977], [1.9951, 1.3716, 6.5268], [0.7270, 2.1915, 3.9547], [0.6977, 0.5618, 4.7311], [1.3246, 0.7957, 3.1027], [4.5296, 3.7971, 7.9004], [3.2810, 4.4450, 7.1628], [0.4979, -5.4386, -4.3317], [-0.5882, -5.4128, -3.2607], [-0.5476, -6.6183, -2.3616], [-1.5935, -6.5497, -1.4175], [-1.4554, -7.4831, -0.2917], [-0.4484, -4.1645, -2.5844], [0.3412, -4.6217, -5.0361], [0.4178, -6.4322, -4.7729], [1.4776, -5.3942, -3.8560], [-1.5631, -5.3893, -3.7476], [0.4444, -6.6423, -1.9105], [-0.7396, -7.5584, -2.8786], [-0.6823, -7.2386, 0.4368], [-1.3604, -8.5390, -0.5450], [-2.3521, -7.3675, 0.3171], [-0.9929, -4.1638, -1.7338], [0.4376, -4.1573, -2.0997], [0.1209, -1.4976, 1.8770], [-0.4143, -0.8026, 0.6131], [-0.0076, 0.6445, 0.3807], [-0.7592, 1.4925, 1.2156], [-0.3030, 2.8367, 1.1145], [-0.1035, -1.6905, -0.4698], [-0.2844, -2.5094, 1.8682], [-0.2854, -1.0259, 2.7717], [1.2003, -1.4237, 2.0096], [-1.4862, -0.6556, 0.7460], [-0.2093, 0.8450, -0.6715], [1.0632, 0.7941, 0.5191], [-0.1828, 3.1647, 0.0820], [0.6767, 3.0039, 1.5620], [-0.9693, 3.4605, 1.7101], [-0.7482, -2.4675, -0.4419], [-0.3143, -1.2615, -1.3595], [3.8525, 3.7906, 2.2915], [4.7128, 3.8343, 1.0014], [4.0265, 3.3300, -0.2819], [3.8878, 1.9468, -0.4090], [3.1178, 1.4914, -1.5034], [5.1842, 5.1737, 0.7920], [4.4975, 4.0628, 3.1271], [3.3996, 2.8106, 2.4415], [3.1073, 4.5836, 2.2286], [5.5967, 3.2207, 1.1752], [4.6293, 3.6292, -1.1393], [3.0392, 3.7916, -0.3019], [3.0668, 0.4027, -1.4866], [3.4675, 1.8662, -2.4653], [2.1253, 1.8877, -1.2888], [5.6236, 5.3777, 1.6783], [5.9193, 5.2224, 0.1011], [-3.8941, -2.2618, 0.2662], [-3.6151, -3.7148, -0.2094], [-3.8693, -3.9746, -1.6670], [-5.3079, -3.8054, -1.8335], [-5.7110, -3.9581, -3.1597], [-2.2456, -4.0719, 0.0595], [-3.4453, -1.5510, -0.4277], [-3.5996, -2.1221, 1.3064], [-4.9750, -2.1322, 0.2137], [-4.2356, -4.4098, 0.3563], [-3.5976, -4.9913, -1.9512], [-3.1916, -3.3694, -2.2691], [-6.7479, -4.2928, -3.1321], [-5.2427, -4.7685, -3.7182], [-5.6290, -3.0267, -3.7199], [-2.1660, -4.9397, -0.4511], [-2.2226, -4.2637, 1.0509], [0.5621, -1.4259, -5.2785], [0.0881, -0.6706, -4.0102], [-0.2367, 0.7946, -4.1994], [1.0013, 1.5284, -4.0846], [0.8246, 2.9443, -4.2403], [-1.0187, -1.4441, -3.4915], [-0.2278, -1.4340, -6.0296], [0.9564, -2.4418, -5.2532], [1.3792, -0.8410, -5.7009], [0.8769, -0.6525, -3.2582], [-0.8358, 1.1979, -3.3830], [-0.7191, 1.0791, -5.1346], [0.5190, 3.3169, -5.2180], [1.7980, 3.3881, -4.0313], [0.1433, 3.4147, -3.5312], [-1.7591, -1.5027, -4.1760], [-0.7465, -2.4048, -3.3397], [-2.5078, 6.5486, 0.0208], [-2.0070, 6.5561, -1.4536], [-0.5195, 5.9978, -1.4711], [0.1651, 6.3036, -2.6712], [0.5382, 7.7016, -2.8807], [-2.9689, 5.7217, -2.1414], [-2.5237, 5.5558, 0.4704], [-3.5268, 6.9353, 0.0317], [-1.8504, 7.1440, 0.6544], [-2.0917, 7.5557, -1.8801], [-0.4294, 4.9117, -1.4867], [0.0696, 6.2448, -0.5878], [-0.2434, 8.3742, -3.2341], [1.2993, 7.8155, -3.6526], [0.9719, 8.0335, -1.9374], [-2.9514, 6.0423, -3.0990], [-3.9087, 5.9477, -1.8483]],
  "atomic_forces_ev_per_a": [[-0.7, 1.1, 0.1], [2.1, 0.0, -0.1], [-0.4, -1.0, 0.0], [-0.2, -0.5, 0.1], [0.3, -0.3, -0.3], [-0.1, 0.0, 0.4], [-0.2, -0.3, 0.4], [-0.2, 0.0, -0.3], [-0.4, 1.1, 0.0], [0.3, -0.4, 0.0], [-1.0, -1.0, 0.0], [-0.1, -0.4, 0.9], [-0.1, 0.3, 0.2], [0.1, -0.2, -0.1], [0.4, -0.1, 0.1], [0.0, 0.8, -0.6], [0.1, -0.2, -0.2], [0.1, 0.6, -0.1], [-0.8, 0.8, -0.4], [-0.6, -0.3, -1.0], [1.7, -1.1, 1.9], [0.1, -0.2, 0.1], [0.0, 0.2, -0.1], [0.1, -0.3, 0.4], [-0.6, 0.3, -0.8], [-0.2, 0.7, -0.4], [0.4, -0.2, 0.3], [0.3, -0.6, -0.5], [-0.4, 0.0, 0.8], [0.6, -0.3, 0.2], [0.4, -0.1, -1.2], [0.1, 0.5, 0.0], [-0.5, 0.1, 0.1], [0.0, 0.4, 0.1], [-0.3, 0.1, -0.3], [-0.1, 0.2, 0.1], [0.3, -0.7, -0.6], [-0.3, 0.2, -0.1], [0.0, 0.3, 0.9], [-0.5, 0.0, 0.1], [-0.2, 0.1, 0.1], [0.5, 0.0, 0.1], [0.2, -0.2, 0.1], [-0.3, 0.2, 0.1], [-0.5, -1.1, 0.5], [-0.3, 0.2, -1.0], [0.1, -0.7, -0.1], [0.2, -0.9, 2.0], [-0.7, 0.9, -0.1], [0.1, 0.5, 1.6], [0.2, -0.3, 0.0], [0.2, 0.2, -0.7], [0.1, 0.3, -0.1], [-0.2, -0.2, -0.2], [0.0, -0.2, 0.4], [0.5, -0.1, -0.6], [0.7, 0.3, -0.5], [0.0, 0.1, -0.6], [-0.3, -0.1, -0.4], [-1.0, 0.2, -0.1], [1.1, 0.2, -0.5], [-0.8, 1.1, 0.4], [-0.2, 0.2, 1.4], [0.6, -0.7, -0.2], [0.4, 0.5, 0.0], [0.0, -0.2, 0.5], [0.5, 0.1, -1.1], [0.5, -0.2, 0.0], [-0.2, 0.1, 0.1], [0.1, -0.4, -0.5], [-0.5, -0.4, 0.1], [-0.1, 0.3, -0.4], [0.3, 0.1, 0.2], [-0.5, 0.1, -0.2], [0.4, -0.5, 0.2], [-0.3, 0.0, -0.5], [-0.3, -0.4, 0.3], [-0.1, 0.2, -0.4], [0.5, 0.3, -1.1], [-0.1, -1.8, 0.1], [-0.2, 0.2, -0.1], [0.9, -1.2, 1.1], [-0.5, 0.8, 0.9], [-0.2, 1.0, 0.3], [0.0, -0.3, 0.2], [0.1, 0.1, 0.1], [-0.3, -0.1, -0.1], [-0.1, -0.7, 0.0], [0.0, 0.7, -0.2], [-0.3, 0.4, -0.4], [0.2, 0.1, 0.0], [0.1, 0.0, -0.1], [-0.5, -0.1, -0.7], [0.2, 0.7, 0.0], [0.0, -0.2, -0.2], [-0.8, -1.2, -0.8], [-0.4, 1.0, 0.8], [-1.4, 0.1, 0.3], [1.9, -0.1, -0.2], [-1.0, -0.3, -0.3], [0.4, 0.1, 0.0], [0.3, 0.1, 0.3], [0.3, 0.1, -0.1], [0.0, 0.2, 0.0], [-0.6, 0.1, 0.0], [-0.1, -0.4, 0.2], [-0.5, 0.8, -0.4], [-0.3, 0.4, 0.0], [0.7, 0.0, 0.1], [0.0, 0.1, -0.1], [0.8, -0.6, 0.4], [0.6, -0.2, 0.2], [1.0, 1.7, -0.8], [0.1, -1.7, -0.7], [0.8, 1.1, 0.4], [-0.4, 0.7, -0.7], [0.8, -0.1, 0.5], [-1.1, 0.8, 0.9], [-0.2, 0.1, 0.0], [-0.2, 0.0, 1.0], [0.2, 0.1, -0.4], [0.2, -0.2, 0.1], [-0.5, -0.5, 0.1], [-0.2, -0.3, -0.3], [-0.1, -0.6, -0.4], [0.1, -0.1, 0.0], [-0.3, -0.4, 0.4], [-0.2, 0.2, -0.2], [0.3, -0.4, 0.2], [0.6, 0.5, -0.4], [0.6, -0.8, 2.5], [-0.7, 0.1, -1.1], [0.4, 1.5, -1.1], [0.2, -0.9, 0.7], [0.3, 0.2, -1.5], [0.0, -0.2, -0.4], [0.0, 0.2, 0.3], [-0.2, 0.3, 0.0], [0.7, 0.3, 0.3], [-0.9, -0.2, 0.2], [-0.1, 0.8, 0.2], [-0.6, -0.3, 0.4], [0.2, -0.8, 0.1], [-0.1, 0.5, 0.0], [0.0, -0.6, -0.5], [-0.2, 0.1, 0.3]]
}

---

2.
{
  "formula": "CH3IO2",
  "method": "ωB97M-V/def2-TZVPD",
  "homo_ev": -9.45,
  "lumo_ev": 0.237,
  "smiles": "OC(O)I",
  "homo_lumo_gap_ev": 9.69,
  "relative_energy_ev": 1.437,
  "molar_mass_g_mol": 173.94,
  "charge": 0,
  "symbols": ["C", "O", "O", "I", "H", "H", "H"],
  "xyz": [[0.0675, -0.1199, -0.3360], [0.6374, 0.3202, 0.8736], [-0.4444, 0.9640, -0.9273], [-1.5197, -1.6554, -0.2385], [0.8852, -0.7189, -0.8408], [0.9777, -0.4785, 1.6390], [-0.6036, 1.6886, -0.1700]],
  "atomic_forces_ev_per_a": [[2.0, -1.4, 1.1], [0.8, -3.2, 3.7], [-0.3, 2.7, 1.5], [-0.1, -0.1, 0.4], [-1.2, 1.1, -0.4], [-1.8, 3.3, -4.0], [0.5, -2.4, -2.3]]
}